1.
Here is a 3-piece molecular cluster, C15H33BF2N2O9P overall in a non-equilibrium geometry from the OMol25 dataset. Energies are from ωB97M-V/def2-TZVPD.

```
! RIJCOSX wB97M-V def2-TZVPD def2/J DEFGRID3
* xyz 1 1
C 1.49550 -0.75155 -2.79808
C -0.05137 -1.10198 -3.16633
O -0.27512 -2.23485 -3.68299
O -1.13992 -0.16781 -2.94273
C -1.78500 -0.55564 -1.67331
C -2.81766 0.60413 -1.24629
C -2.25479 1.66040 -0.16527
P -0.37706 1.84678 -0.12958
B 0.09323 3.70821 -0.17600
N 0.26435 4.62836 0.98443
O 0.26343 4.30017 -1.50190
N 0.21708 0.94277 1.26662
C 0.35592 1.75425 2.48321
O 1.40149 1.83113 3.18025
F -0.76935 2.54946 2.91916
C 1.41500 0.12914 0.96796
O 2.53458 0.55580 0.62284
F 1.22428 -1.29835 1.03639
H 1.70026 0.28178 -3.25250
H 1.61656 -0.77470 -1.64795
H 2.22727 -1.54284 -3.20344
H -1.01723 -0.84076 -0.85395
H -2.38372 -1.52425 -1.88098
H -3.73364 0.06725 -0.77497
H -3.19296 1.16858 -2.17626
H -2.77093 2.69614 -0.26397
H -2.58354 1.26475 0.87906
H 0.24824 1.23795 -1.29295
H 1.07077 4.37315 1.58535
H -0.60031 4.75902 1.53160
H 1.03046 3.87890 -1.96081
C 4.44433 2.35122 2.40414
O 5.57329 3.14257 2.74101
C 6.60573 2.37578 3.36188
C 7.73620 2.07412 2.38335
O 7.30615 1.18179 1.35529
C 7.04787 1.85413 0.13060
H 3.78556 2.94889 1.76910
H 4.73017 1.45117 1.85519
H 3.89962 2.07539 3.31219
H 6.20295 1.45239 3.79289
H 7.00325 2.98303 4.18119
H 8.54326 1.57049 2.92441
H 8.14274 2.99738 1.95680
H 7.99223 2.16505 -0.32757
H 6.40465 2.72656 0.27537
H 6.54373 1.15759 -0.54174
C -5.48049 -2.74726 0.36356
O -5.06781 -2.98011 -0.97656
C -4.43157 -4.25010 -1.13262
C -5.37131 -5.26573 -1.77469
O -6.44711 -5.59913 -0.89962
C -7.65799 -4.94573 -1.25827
H -6.12062 -1.86233 0.37449
H -6.04825 -3.58923 0.76439
H -4.60588 -2.55494 0.99440
H -4.05152 -4.61849 -0.17315
H -3.57436 -4.09662 -1.79666
H -4.81474 -6.18955 -1.96088
H -5.74654 -4.89993 -2.73651
H -8.06421 -5.39371 -2.17072
H -7.50997 -3.87308 -1.40971
H -8.37518 -5.08701 -0.44820
*
```

natural (NBO) population analysis, charges in e, atoms 1 to 4: number 1, C, carries -0.735; number 2, C, carries 0.779; number 3, O, carries -0.504; number 4, O, carries -0.567


2.
Here is C15H33ClFNO3Si2 as an isolated structure in a non-equilibrium geometry from the OMol25 dataset. Energies are from ωB97M-V/def2-TZVPD.

```
! RIJCOSX wB97M-V def2-TZVPD def2/J DEFGRID3
* xyz 0 1
C -1.27861 -0.75833 4.34381
C -0.35232 0.14068 3.53933
F -0.95717 0.23221 2.24845
Si 1.37669 -0.62678 3.33508
O 2.60135 0.19292 4.03937
Si 2.83955 1.78828 3.49124
C 2.57074 1.97318 1.61598
C 1.29461 2.70263 1.12087
C 0.96000 4.01259 1.83084
Cl -0.42351 3.81758 2.96075
C 4.65363 2.26405 3.81151
O 5.42884 1.98541 2.84904
O 4.95680 2.82325 4.87823
H -2.24137 -0.26207 4.39385
H -0.88660 -0.96828 5.32960
H -1.42629 -1.66784 3.77001
H -0.35073 1.12225 3.99985
H 1.32696 -1.95735 3.98735
H 1.69161 -0.90647 1.91071
H 1.99995 2.77232 4.20800
H 2.64179 1.03422 1.06956
H 3.41461 2.56932 1.28265
H 1.46259 2.94274 0.06880
H 0.41533 2.06108 1.15476
H 0.60171 4.71595 1.09113
H 1.80618 4.47774 2.31860
C -2.88787 -2.25394 -4.71691
C -2.36683 -0.81954 -4.65487
C -0.84929 -0.72318 -4.48590
C -0.21236 -1.33017 -3.24303
N -0.57705 -0.71620 -1.91489
C -1.89330 -1.24257 -1.37410
C -1.53923 -2.54267 -0.68177
C -0.24587 -2.17736 0.03193
C 0.45303 -1.16247 -0.86506
C -0.58802 0.77332 -1.98302
H -2.59794 -2.84245 -3.84321
H -3.97604 -2.25936 -4.76942
H -2.51005 -2.76301 -5.60409
H -2.88259 -0.26068 -3.86968
H -2.63100 -0.31781 -5.58704
H -0.54641 0.32156 -4.57948
H -0.38448 -1.22684 -5.33769
H 0.86411 -1.19699 -3.33864
H -0.40285 -2.39945 -3.16753
H -2.25769 -0.50987 -0.65478
H -2.61560 -1.35518 -2.17497
H -1.37796 -3.34618 -1.40376
H -2.32109 -2.86990 -0.00038
H 0.37551 -3.04991 0.22220
H -0.46105 -1.71592 0.99417
H 1.31863 -1.57577 -1.37312
H 0.76156 -0.28622 -0.29934
H -1.40331 1.09587 -2.62425
H 0.36966 1.11093 -2.37201
H -0.74102 1.16068 -0.97871
*
```

natural (NBO) population analysis, charges in e, atoms 1 to 4: number 1, C, carries -0.633; number 2, C, carries -0.223; number 3, F, carries -0.417; number 4, Si, carries 1.434


3.
Here is a 3-piece molecular cluster, C15H33ClNO9P overall in a non-equilibrium geometry from the OMol25 dataset. Energies are from ωB97M-V/def2-TZVPD.

- energy above the lowest of the compared OMol25 structures with the same formula, charge and spin (kJ/mol) = 0.0
- SMILES = C=CNC(=O)OP(O)Cl.COCCOCCOC.COCCOCCOC

```
! RIJCOSX wB97M-V def2-TZVPD def2/J DEFGRID3
* xyz 0 1
C -2.03682 -2.30690 1.06862
C -2.22187 -1.00385 1.41588
N -3.53577 -0.55752 1.62420
C -4.29373 -0.60695 0.40752
O -3.80107 -0.49562 -0.66683
O -5.63051 -0.67184 0.63158
P -6.48050 -2.00826 1.14304
O -5.67583 -2.43843 2.48024
Cl -5.71340 -3.45531 -0.11121
H -1.52220 -2.57439 0.15046
H -2.32543 -3.10578 1.74548
H -1.39227 -0.31993 1.59414
H -3.61824 0.35059 2.07178
H -5.14143 -1.71759 2.84575
C -1.31151 -2.54844 -3.30735
O -0.10404 -3.05379 -2.78191
C -0.12879 -4.46139 -2.63981
C 1.27305 -5.00949 -2.49617
O 1.97512 -5.12472 -3.72343
C 2.50106 -3.92777 -4.27293
C 3.76735 -3.44724 -3.60080
O 3.47189 -2.78531 -2.38517
C 4.60761 -2.64497 -1.56567
H -2.15896 -2.78115 -2.65142
H -1.21310 -1.46676 -3.37244
H -1.50962 -2.94894 -4.30812
H -0.61008 -4.92162 -3.51224
H -0.70703 -4.72692 -1.74241
H 1.18881 -6.03166 -2.12126
H 1.83732 -4.42285 -1.76748
H 1.75271 -3.13210 -4.28682
H 2.75434 -4.17769 -5.30535
H 4.28542 -2.75115 -4.27624
H 4.42539 -4.30580 -3.41358
H 5.02454 -3.62184 -1.29336
H 4.29636 -2.12818 -0.65993
H 5.38914 -2.05491 -2.05969
C 1.79548 5.16616 5.17225
O 1.09485 5.23075 3.95247
C 1.75171 6.04615 2.99927
C 1.24235 5.75945 1.60492
O 1.79741 4.59393 1.01721
C 1.28379 3.34824 1.45737
C -0.06361 2.99632 0.86830
O -1.09902 3.68344 1.54964
C -2.30760 3.69265 0.82608
H 1.91052 6.15931 5.62280
H 1.21878 4.53823 5.84856
H 2.78965 4.72441 5.03627
H 2.83427 5.86840 3.03138
H 1.56386 7.10316 3.23588
H 1.56595 6.58115 0.96282
H 0.15038 5.72937 1.59776
H 1.24738 3.29356 2.54799
H 1.99954 2.60438 1.10120
H -0.22430 1.91388 0.97880
H -0.07289 3.24984 -0.19869
H -2.18699 4.20436 -0.13492
H -3.04347 4.22846 1.42270
H -2.66596 2.67082 0.64289
*
```

natural (NBO) population analysis, charges in e, atoms 1 to 4: number 1, C, carries -0.479; number 2, C, carries 0.033; number 3, N, carries -0.721; number 4, C, carries 0.913


no.,lowest unoccupied orbital energy (eV)
1,-5.230
2,-0.575
3,0.131